# 1
Computed, not measured: a cluster of 2 separate species, C4H5NO in total, with wB97M-V/def2-TZVPD.

DFT total energy: -7761.6041 eV
Energy relative to the best compared isomer or geometry (same formula, charge and spin): 4.922 eV
Highest occupied orbital energy: -9.794 eV

```
! wB97M-V def2-TZVPD RIJCOSX def2/J DEFGRID3
* xyz 0 1
C 2.2168 -0.8819 -0.0969
N 1.5612 -1.7384 0.3233
O 0.8980 -2.6442 0.7619
H 2.6884 -0.0147 -0.4946
C 0.2744 1.7525 -0.4871
C -0.6544 1.0445 -0.1919
C -1.7869 0.1894 0.1661
H 1.0868 2.3949 -0.7470
H -1.8943 0.1219 1.2529
H -2.7173 0.5949 -0.2443
H -1.6504 -0.8247 -0.2223
*
```


# 2
Computed, not measured: an isolated molecule of C5H6O2, with wB97M-V/def2-TZVPD.

DFT total energy: -9374.6832 eV
Energy relative to the best compared isomer or geometry (same formula, charge and spin): 2.412 eV
Highest occupied orbital energy: -10.045 eV

```
! wB97M-V def2-TZVPD RIJCOSX def2/J DEFGRID3
* xyz 0 1
C 2.4933 -0.8016 -0.2451
C 1.3591 -0.4436 -0.4336
C -0.0279 0.0221 -0.5459
C -0.0266 1.4969 -0.1588
O -0.4639 1.9181 0.8859
C -0.9701 -0.8104 0.3490
O -2.2295 -0.2087 0.4914
H 3.4980 -1.1232 -0.0774
H -0.3555 -0.0403 -1.5926
H 0.4215 2.1816 -0.9047
H -0.4821 -0.9852 1.3171
H -1.1299 -1.7827 -0.1252
H -2.0864 0.5767 1.0399
*
```